1.
# C5H11N

A single C5H11N molecule in a non-equilibrium geometry (ωB97M-V with the def2-TZVPD basis set, OMol25).

Cartesian coordinates (Å):
C 0.135 -2.078 -0.894
C -0.745 -0.850 -0.716
C -0.535 -0.131 0.652
C 0.290 1.147 0.644
C -0.091 2.183 1.431
N 1.436 1.153 -0.159
H 0.138 -2.570 -1.870
H -0.118 -2.777 -0.101
H 1.213 -1.860 -0.863
H -0.552 -0.085 -1.477
H -1.823 -0.907 -0.899
H -1.514 0.278 0.921
H -0.318 -0.884 1.401
H -1.150 2.353 1.531
H 0.551 2.984 1.762
H 1.381 1.820 -0.910
H 1.702 0.225 -0.453

Summary:
LUMO level = 1.026 eV
SMILES = C=C(N)CCC
Total charge = 0
HOMO = -8.17 eV

=====

2.
# C20H28BClF4GdN2O2

A molecular structure, C20H28BClF4GdN2O2 in a non-equilibrium geometry (ωB97M-V with the def2-TZVPD basis set, OMol25).

Cartesian coordinates (Å):
Gd -0.446 -0.898 0.207
Cl -0.737 -3.308 0.260
N -0.607 -0.313 -2.115
N 0.037 0.235 2.322
C 0.014 -1.199 -2.868
C 1.113 -0.071 3.032
C -1.745 0.258 -2.916
C -1.847 -0.758 -4.055
C -1.427 1.680 -3.348
C -3.017 0.281 -2.105
H -0.386 1.792 -3.670
H -1.605 2.362 -2.507
H -2.086 1.986 -4.171
H -3.347 -0.733 -1.863
H -3.800 0.807 -2.666
H -2.871 0.811 -1.156
C -0.942 0.884 3.242
C -0.113 1.138 4.501
C -2.064 -0.091 3.556
C -1.527 2.108 2.556
H -0.740 2.797 2.241
H -2.205 2.641 3.234
H -2.114 1.808 1.673
H -1.652 -1.074 3.844
H -2.666 -0.250 2.670
H -2.749 0.336 4.308
O 1.117 0.327 4.293
H -0.613 0.782 5.410
H 0.202 2.186 4.607
O -0.572 -1.506 -4.018
H -1.967 -0.338 -5.059
H -2.651 -1.482 -3.850
C 1.292 -1.899 -2.454
C 2.235 -0.897 2.468
C 2.548 -0.656 0.988
H 1.922 -1.946 2.605
H 3.113 -0.738 3.109
C 2.086 -1.544 -0.026
C 2.100 -1.146 -1.392
H 1.830 -2.599 0.236
C 2.919 -0.072 -1.762
C 3.566 0.670 -0.764
C 3.120 0.289 -3.205
C 3.348 0.424 0.600
H 4.244 1.478 -1.056
C 3.992 1.302 1.628
H 4.716 1.976 1.163
H 4.528 0.724 2.384
H 3.271 1.933 2.159
H 3.359 -0.579 -3.825
H 3.942 1.002 -3.316
H 2.239 0.768 -3.647
H 1.874 -2.061 -3.368
H 0.983 -2.884 -2.070
F -2.597 -0.516 0.581
B -4.004 -1.453 0.810
F -4.090 -2.081 -0.396
F -3.615 -2.221 1.867
F -4.909 -0.475 1.093

Summary:
LUMO level (alpha / beta) = 2.590 / 2.714 eV
⟨S²⟩ = 16.77
Total charge = -1
Spin multiplicity = 8
HOMO (alpha / beta) = -0.46 / -0.48 eV

=====

3.
# C20H50FIInO10P2Si

A molecular structure, C20H50FIInO10P2Si in a non-equilibrium geometry (ωB97M-V with the def2-TZVPD basis set, OMol25).

Cartesian coordinates (Å):
C 0.877 1.538 -1.444
Si -0.370 2.178 -2.690
C -0.886 3.921 -2.223
C 0.480 2.226 -4.362
O -1.651 1.163 -2.886
C -2.397 0.769 -1.732
C -2.834 -0.680 -1.866
In -4.433 -1.102 -3.324
O -5.180 -2.967 -2.772
I -3.299 -1.471 -5.847
C -6.123 0.296 -3.336
C -5.838 1.653 -2.678
C -4.915 2.480 -3.539
F -4.721 3.753 -2.955
H 1.865 1.968 -1.621
H 0.594 1.783 -0.418
H 0.951 0.453 -1.546
H -1.883 4.165 -2.593
H -0.886 4.041 -1.136
H -0.168 4.646 -2.614
H 1.206 1.414 -4.430
H -0.272 2.035 -5.132
H 0.956 3.188 -4.554
H -3.239 1.453 -1.588
H -1.777 0.876 -0.826
H -1.960 -1.240 -2.211
H -3.081 -1.083 -0.879
H -5.113 -3.041 -1.819
H -6.375 0.499 -4.384
H -7.021 -0.156 -2.912
H -6.777 2.220 -2.613
H -5.466 1.573 -1.653
H -3.923 2.035 -3.650
H -5.375 2.642 -4.515
O -0.491 -4.092 0.756
P -0.996 -5.452 0.576
O -2.555 -5.630 0.505
C -3.343 -4.988 -0.536
C -3.060 -5.563 -1.905
O -0.736 -6.300 1.926
C -0.166 -5.685 3.073
C -1.223 -5.093 3.982
O -0.436 -6.466 -0.490
C 0.974 -6.557 -0.762
C 1.796 -7.060 0.406
H -3.147 -3.914 -0.523
H -4.384 -5.149 -0.267
H -2.028 -5.374 -2.203
H -3.708 -5.108 -2.655
H -3.207 -6.645 -1.896
H 0.555 -4.918 2.780
H 0.402 -6.458 3.597
H -1.932 -4.492 3.413
H -0.766 -4.469 4.752
H -1.791 -5.885 4.474
H 1.337 -5.583 -1.094
H 1.056 -7.244 -1.602
H 1.906 -6.301 1.181
H 2.796 -7.314 0.051
H 1.341 -7.940 0.859
O 3.272 4.450 1.268
P 3.984 4.015 2.483
O 2.779 3.433 3.410
C 2.111 2.233 2.996
C 2.995 0.999 3.059
O 4.378 5.336 3.304
C 4.254 6.632 2.715
C 2.886 7.232 2.965
O 5.082 3.051 3.127
C 6.475 3.069 2.740
C 7.202 4.355 3.078
H 1.727 2.368 1.982
H 1.262 2.111 3.667
H 3.828 1.063 2.360
H 2.412 0.113 2.804
H 3.417 0.877 4.058
H 4.463 6.590 1.645
H 5.034 7.254 3.157
H 2.099 6.517 2.732
H 2.744 8.128 2.361
H 2.777 7.505 4.017
H 6.554 2.853 1.672
H 6.924 2.234 3.275
H 6.923 5.169 2.409
H 8.275 4.193 2.967
H 6.988 4.670 4.097

Summary:
LUMO level = 1.832 eV
Total charge = -1
HOMO = -4.94 eV

=====

4.
# C13H20OS

A single C13H20OS molecule in a non-equilibrium geometry (ωB97M-V with the def2-TZVPD basis set, OMol25).

Cartesian coordinates (Å):
C -4.895 1.428 1.608
C -3.540 1.258 0.933
C -2.608 0.377 1.763
C -1.256 0.113 1.100
C -0.353 1.344 1.083
C 0.947 1.120 0.333
H 1.462 2.067 0.167
H 0.798 0.633 -0.628
S 2.163 0.099 1.318
O 1.576 -0.078 2.647
C 1.893 -1.534 0.428
C 2.358 -1.410 -0.975
C 1.469 -1.489 -2.041
C 1.914 -1.328 -3.342
C 3.252 -1.080 -3.593
C 4.146 -0.996 -2.537
C 3.702 -1.158 -1.238
H 4.396 -1.090 -0.413
H 5.191 -0.804 -2.728
H 3.599 -0.955 -4.607
H 1.213 -1.396 -4.161
H 0.423 -1.690 -1.852
H 0.842 -1.798 0.509
H 2.494 -2.242 1.000
H -0.115 1.615 2.114
H -0.877 2.185 0.623
H -0.753 -0.674 1.664
H -1.420 -0.240 0.077
H -3.104 -0.581 1.937
H -2.442 0.841 2.738
H -3.680 0.807 -0.052
H -3.091 2.242 0.787
H -4.777 1.891 2.586
H -5.548 2.057 1.007
H -5.379 0.463 1.744

Summary:
LUMO level = 0.817 eV
Total charge = 0
HOMO = -8.76 eV

=====

5.
# C4H7NO2

A single C4H7NO2 molecule (ωB97M-V with the def2-TZVPD basis set, OMol25).

Cartesian coordinates (Å):
C 1.813 0.859 1.186
C 1.123 0.081 0.087
N 0.017 -0.631 0.542
O 1.412 0.156 -1.085
C -2.010 0.232 -1.085
C -1.532 -1.001 -1.118
O -0.520 -1.537 -0.359
H 1.249 1.777 1.381
H 1.880 0.299 2.124
H 2.813 1.128 0.845
H 0.083 -1.080 1.447
H -1.623 0.991 -0.416
H -2.813 0.503 -1.760
H -1.892 -1.776 -1.789

Summary:
LUMO level = 0.802 eV
SMILES = C=CONC(C)=O
Total charge = 0
HOMO = -9.20 eV

=====

6.
# C4H7NO2S

2 unconnected molecules or ions with the total composition C4H7NO2S in a non-equilibrium geometry (ωB97M-V with the def2-TZVPD basis set, OMol25).

Cartesian coordinates (Å):
O -1.916 0.615 -0.676
C -0.976 -0.117 -0.494
N -1.051 -1.387 -1.084
C -0.106 -2.399 -1.025
O -0.346 -3.561 -1.257
C 0.281 0.175 0.336
C 0.301 1.580 0.895
S 1.600 1.807 2.120
H -1.931 -1.633 -1.506
H 0.897 -2.019 -0.788
H 1.163 -0.067 -0.242
H 0.235 -0.522 1.181
H -0.628 1.790 1.431
H 0.364 2.346 0.119
H 2.114 3.392 0.990

Summary:
LUMO level (alpha / beta) = 3.197 / 3.178 eV
⟨S²⟩ = 0.76
Total charge = -1
Spin multiplicity = 2
HOMO (alpha / beta) = -1.40 / -3.30 eV

=====

7.
# C8H18BrPS

2 unconnected molecules or ions with the total composition C8H18BrPS in a non-equilibrium geometry (ωB97M-V with the def2-TZVPD basis set, OMol25).

Cartesian coordinates (Å):
C 0.170 2.816 1.154
C -0.537 2.343 -1.406
C -1.885 1.454 0.622
C 0.451 -1.797 -1.632
C 1.751 -2.618 0.320
C -0.764 -2.145 0.374
C -0.656 2.104 0.055
C 0.576 -1.690 -0.135
P 0.925 0.066 0.603
S 1.208 -0.178 2.528
Br 2.709 0.730 -0.443
H 1.171 2.978 0.834
H -0.316 3.749 1.279
H -0.023 2.309 2.002
H -0.975 3.435 -1.510
H -1.140 1.566 -1.818
H 0.486 2.144 -1.889
H -2.678 1.411 -0.080
H -1.774 0.398 0.980
H -2.165 2.035 1.608
H 1.411 -1.860 -2.306
H -0.100 -2.655 -1.923
H -0.203 -0.889 -1.956
H 1.386 -3.058 1.176
H 2.797 -2.192 0.458
H 1.739 -3.347 -0.401
H -1.519 -1.640 -0.047
H -0.981 -3.240 0.112
H -1.062 -2.230 1.442

Summary:
LUMO level (alpha / beta) = -0.402 / -0.402 eV
Total charge = 0
HOMO (alpha / beta) = -7.57 / -7.57 eV

=====

8.
# C3H15NO4

5 unconnected molecules or ions with the total composition C3H15NO4 in a non-equilibrium geometry (ωB97M-V with the def2-TZVPD basis set, OMol25).

Cartesian coordinates (Å):
C 2.458 1.040 -0.554
C 1.831 0.227 -1.618
C 0.968 -0.765 -1.372
N -0.096 -1.194 -2.214
H 2.914 0.462 0.261
H 3.266 1.700 -0.888
H 1.797 1.723 0.019
H 1.904 0.351 -2.693
H 1.134 -1.135 -0.361
H -0.289 -2.190 -2.133
H 0.311 -1.144 -3.151
H -3.067 0.128 -1.679
H -1.631 0.292 -1.974
O -2.495 0.677 -2.224
H -0.031 -0.131 4.584
H 0.290 -1.597 3.965
O -0.054 -1.087 4.693
H -2.334 1.221 -0.574
H -2.713 0.554 1.000
O -2.231 1.124 0.411
H -0.266 -0.510 2.901
H -1.149 0.343 1.507
O -0.516 -0.088 2.096

Summary:
LUMO level = 0.632 eV
SMILES = C/C=C/N.O.O.O.O
Total charge = 0
HOMO = -8.47 eV

=====

9.
# C13H21NO3

A single C13H21NO3 molecule in a non-equilibrium geometry (ωB97M-V with the def2-TZVPD basis set, OMol25).

Cartesian coordinates (Å):
O -0.656 2.241 -1.195
O 1.772 -1.305 0.448
O -0.048 0.943 0.588
C -0.165 2.124 -0.096
C -0.611 4.433 0.812
C 0.219 3.324 0.726
N -0.685 -2.024 -1.361
C -2.012 4.565 0.471
C 1.634 3.608 1.204
C 0.523 -2.500 -2.140
C 1.165 -3.649 -1.352
C 0.079 -3.953 -0.275
C 0.878 -1.664 1.548
C -0.688 -0.546 -1.263
C -0.866 -2.680 -0.102
C -0.545 -1.584 0.890
C -0.850 -0.212 0.168
H 1.474 -0.455 -0.141
H -0.328 5.246 1.485
H -2.037 5.021 -0.490
H -2.495 5.252 1.127
H -2.455 3.593 0.601
H 2.107 2.767 1.688
H 1.552 4.382 1.911
H 2.242 3.911 0.368
H 1.221 -1.745 -2.336
H 0.288 -2.868 -3.178
H 1.338 -4.523 -1.992
H 2.157 -3.430 -0.928
H 0.513 -4.327 0.660
H -0.513 -4.756 -0.765
H 0.962 -1.074 2.446
H 0.962 -2.751 1.788
H -1.456 -0.247 -1.945
H 0.275 -0.170 -1.613
H -1.857 -3.183 0.107
H -1.183 -1.779 1.713
H -1.912 0.016 0.423

Summary:
LUMO level = 0.783 eV
SMILES = C/C=C(/C)C(=O)O[C@H]1CN2CCC[C@H]2[C@H]1CO
Total charge = 0
HOMO = -8.16 eV

=====

10.
# C15H15N3OS

A single C15H15N3OS molecule in a non-equilibrium geometry (ωB97M-V with the def2-TZVPD basis set, OMol25).

Cartesian coordinates (Å):
C 5.420 1.351 0.758
C 5.525 0.484 -0.233
C 4.636 0.498 -1.424
H 4.040 1.406 -1.479
H 5.186 0.332 -2.349
S 3.440 -0.902 -1.345
C 2.332 -0.218 -0.220
N 2.307 0.991 0.248
N 1.246 1.051 1.083
C 0.681 -0.106 1.084
O 1.330 -0.981 0.266
C -0.553 -0.522 1.791
C -1.652 -0.684 0.784
C -2.038 -1.846 0.170
N -3.055 -1.572 -0.709
C -3.330 -0.233 -0.689
C -4.260 0.511 -1.401
C -4.296 1.871 -1.173
C -3.426 2.478 -0.263
C -2.503 1.746 0.449
C -2.451 0.368 0.243
H -1.825 2.221 1.141
H -3.484 3.548 -0.122
H -5.006 2.481 -1.711
H -4.928 0.041 -2.109
H -3.520 -2.256 -1.282
C -1.512 -3.227 0.345
H -2.044 -3.924 -0.299
H -0.452 -3.264 0.096
H -1.627 -3.555 1.378
H -0.805 0.256 2.512
H -0.373 -1.466 2.308
H 6.256 -0.314 -0.207
H 6.068 1.310 1.616
H 4.673 2.126 0.746

Summary:
LUMO level = 0.633 eV
SMILES = C=CCSc1nnc(Cc2c(C)[nH]c3ccccc23)o1
Total charge = 0
HOMO = -7.82 eV

=====

11.
# C5H6N

A gas-phase ion, C5H6N (charge +1) in a non-equilibrium geometry (ωB97M-V with the def2-TZVPD basis set, OMol25).

Cartesian coordinates (Å):
C -1.624 -0.240 -0.659
C -0.682 -0.757 0.511
C 0.715 -0.875 0.142
C 1.516 0.485 0.453
C -1.167 0.635 0.178
N 1.163 0.212 -0.674
H -1.610 -0.221 -1.689
H -1.033 -1.290 1.349
H 1.340 -1.723 0.393
H 1.804 1.459 0.973
H -1.244 1.586 0.446
H 0.823 0.730 -1.424

Summary:
LUMO level = -5.264 eV
SMILES = C1=CC1[C@@H]1C=[NH+]1
Total charge = +1
HOMO = -14.77 eV

=====

12.
# C9H10O3

A single C9H10O3 molecule in a non-equilibrium geometry (ωB97M-V with the def2-TZVPD basis set, OMol25).

Cartesian coordinates (Å):
C 2.527 -3.012 0.186
C 2.101 -1.883 0.095
C 2.155 0.670 -0.021
C 1.181 1.917 -0.301
C -0.324 1.958 0.162
C -1.407 1.106 -0.510
C 1.583 -0.594 -0.036
C -1.119 -0.339 -0.280
C -2.273 -1.245 0.070
O 3.334 0.786 0.099
O 0.082 -0.774 -0.088
O -1.924 -2.494 0.339
H 2.939 -3.885 0.604
H 1.573 2.701 0.220
H 1.278 2.203 -1.273
H -0.399 1.700 1.202
H -0.656 2.971 0.085
H -2.411 1.349 -0.080
H -1.441 1.338 -1.628
H -2.915 -1.177 -0.777
H -2.619 -0.683 0.949
H -1.266 -2.616 0.980

Summary:
LUMO level (alpha / beta) = -0.431 / -0.432 eV
Total charge = 0
HOMO (alpha / beta) = -7.30 / -7.30 eV

=====

Copy entry 11 word for word.
# C5H6N

A gas-phase ion, C5H6N (charge +1) in a non-equilibrium geometry (ωB97M-V with the def2-TZVPD basis set, OMol25).

Cartesian coordinates (Å):
C -1.624 -0.240 -0.659
C -0.682 -0.757 0.511
C 0.715 -0.875 0.142
C 1.516 0.485 0.453
C -1.167 0.635 0.178
N 1.163 0.212 -0.674
H -1.610 -0.221 -1.689
H -1.033 -1.290 1.349
H 1.340 -1.723 0.393
H 1.804 1.459 0.973
H -1.244 1.586 0.446
H 0.823 0.730 -1.424

Summary:
LUMO level = -5.264 eV
SMILES = C1=CC1[C@@H]1C=[NH+]1
Total charge = +1
HOMO = -14.77 eV